Entry 1:
ORCA calculation (ωB97M-V/def2-TZVPD) on 2 unconnected molecules or ions with the total composition CH3NO3S.

The geometry in XYZ format:
```
9
Properties=species:S:1:pos:R:3:forces:R:3
C -0.236 -0.298 -0.094 -0.9087 -0.7975 -0.6143
N 2.877 1.625 -0.838 1.4595 1.6367 0.4986
O 3.700 2.578 -0.520 -1.2880 -1.4925 -0.5124
O -2.591 -1.561 -0.009 0.0276 0.1490 0.0206
O -0.758 -2.688 -1.236 0.1575 0.0657 0.0005
S -1.495 -1.396 -1.032 0.4658 0.4565 0.5799
H 0.140 -0.853 0.759 0.0001 -0.2399 0.1354
H -0.776 0.581 0.244 -0.0756 0.1407 0.0012
H 0.579 -0.016 -0.750 0.1619 0.0813 -0.1095
```
Positions in Å, forces in eV/Å.

As for the spin multiplicity: 1. Its highest occupied orbital energy (spin up / spin down) is 0.074 / 0.074 Ha. The value obtained for the total energy is -718.4160 Eh. The total charge is -2. Its HOMO-LUMO gap (spin up / spin down) is 4.3 / 4.3 eV. As for the energy relative to the best compared isomer or geometry (same formula, charge and spin): 0.0 kJ/mol. As for the maximum force: 2.25 eV/Å.

Atomic partial charges in e from the Löwdin method, atoms 1 to 2: -0.2787 -0.3562

Entry 2:
ORCA calculation (ωB97M-V/def2-TZVPD) on a single C5H11OP molecule.

The geometry in XYZ format:
```
18
Properties=species:S:1:pos:R:3:forces:R:3
C 1.750 0.862 2.382 1.8099 0.4964 1.0677
C 0.445 0.693 2.400 0.3724 -3.1709 -3.7017
P -0.395 -0.829 1.001 1.3394 3.6199 2.0847
O -1.704 -1.369 1.398 -0.3485 -0.0846 -0.1472
C -0.203 -0.230 -0.713 -0.0909 1.0411 0.4777
C -1.103 1.028 -0.851 1.2727 -0.4679 -4.5180
C -0.615 -1.494 -1.552 -0.2921 -0.8847 1.0385
H 2.318 1.484 3.227 -1.2744 -1.3758 -2.0410
H 2.379 0.321 1.634 -0.3435 0.7583 0.6180
H -0.124 1.009 3.182 -1.9275 1.0537 1.7837
H 0.685 -1.621 1.148 1.0405 -1.2282 0.1350
H 0.811 0.247 -0.859 -0.5396 -1.5428 0.0539
H -1.208 1.185 -2.096 -0.1781 -0.1712 3.4943
H -2.007 0.822 -0.376 -1.9179 0.0697 0.3385
H -0.641 1.924 -0.451 0.0933 -0.0352 0.1157
H -1.747 -1.628 -1.628 1.5281 0.7296 -0.3534
H -0.371 -2.427 -0.959 0.0894 0.8617 -0.5666
H -0.044 -1.608 -2.486 -0.6332 0.3308 0.1201
```
Positions in Å, forces in eV/Å.

As for the spin multiplicity: 1. Its highest occupied orbital energy is -0.354 Ha. The value obtained for the total energy is -613.6134 Eh. The SMILES is C=C[P@@H](=O)C(C)C. Its HOMO-LUMO gap is 10.6 eV. As for the energy relative to the best compared isomer or geometry (same formula, charge and spin): 231.0 kJ/mol. As for the maximum force: 4.89 eV/Å.

Atomic partial charges in e from the Löwdin method, atoms 1 to 2: -0.1320 -0.1705

Entry 3:
ORCA calculation (ωB97M-V/def2-TZVPD) on a molecular structure, C16H12ClIrN2O8P2.

The geometry in XYZ format:
```
42
Properties=species:S:1:pos:R:3:forces:R:3
Ir 0.063 -0.295 0.742 -0.6598 -0.3020 0.0796
Cl 5.413 1.211 -3.905 0.0352 -0.0004 -0.0958
C 4.318 1.040 -2.611 -0.2631 -0.1184 -0.0424
C 4.707 1.443 -1.336 0.0106 0.0080 -0.0312
C 3.804 1.285 -0.313 0.0623 0.0282 0.0068
C 2.522 0.740 -0.586 -0.0809 -0.1194 0.0158
O 1.727 0.633 0.401 0.0831 0.2916 0.5473
C 2.106 0.314 -1.906 -0.4237 -0.1312 0.0618
C 0.821 -0.258 -2.181 0.0306 0.0713 0.2719
N -0.166 -0.493 -1.261 0.1128 0.0340 -0.1575
C -1.391 -1.034 -1.636 0.2956 0.1658 0.2074
C -1.823 -1.295 -2.916 -0.3431 -0.1627 -0.3244
C -3.114 -1.833 -3.140 0.3475 0.1320 -0.1012
C -3.967 -2.107 -2.114 -0.0976 -0.0324 0.1191
C -3.555 -1.852 -0.783 -0.1032 -0.0432 -0.0301
C -4.361 -2.095 0.351 -0.0957 -0.0503 -0.1184
C -3.891 -1.818 1.600 0.0731 0.0485 0.1738
C -2.600 -1.293 1.755 -0.0974 -0.0411 0.1102
N -1.827 -1.067 0.710 0.1076 -0.0687 -0.3108
C -2.278 -1.327 -0.563 0.1282 0.0627 0.2463
C 3.038 0.478 -2.899 0.3989 0.1381 -0.1330
H 5.689 1.857 -1.167 -0.0089 -0.0135 -0.0226
H 4.008 1.543 0.724 -0.0783 -0.0635 -0.0565
H 0.630 -0.546 -3.204 0.0305 -0.0350 -0.0173
H -1.196 -1.087 -3.770 -0.0198 0.0021 -0.0018
H -3.424 -2.024 -4.159 0.0317 0.0152 0.0050
H -4.953 -2.513 -2.298 0.0143 0.0038 0.0188
H -5.355 -2.504 0.214 0.0273 0.0137 -0.0104
H -4.487 -1.992 2.485 0.0133 0.0098 -0.0170
H -2.201 -1.060 2.736 0.0151 0.0074 -0.0316
H 2.810 0.179 -3.914 0.0955 0.0374 -0.0039
O -0.769 1.714 2.245 0.0176 0.0177 -0.1690
P -0.316 0.793 3.529 0.6573 0.6048 0.5810
O -1.424 0.569 4.458 -0.1366 -0.2352 -0.2673
O 0.154 -0.455 2.678 0.1216 -0.0204 -0.0814
O 0.905 1.517 4.142 -0.2382 -0.4119 -0.1422
P 2.464 1.974 3.552 0.1565 0.0393 -0.4000
O 1.953 3.056 2.432 0.0895 0.0554 0.1896
O 3.120 2.705 4.636 -0.1058 0.0002 0.0599
O 3.022 0.774 2.877 -0.2141 0.1312 -0.0256
H -1.403 2.395 2.500 -0.0366 0.0497 -0.0745
H 1.228 2.726 1.895 0.0474 -0.1187 -0.0281
```
Positions in Å, forces in eV/Å.

As for the spin multiplicity: 5. Its highest occupied orbital energy (spin up / spin down) is -0.262 / -0.309 Ha. The value obtained for the total energy is -2575.7329 Eh. Its HOMO-LUMO gap (spin up / spin down) is 5.8 / 4.5 eV. As for the energy relative to the best compared isomer or geometry (same formula, charge and spin): 171.2 kJ/mol. As for the maximum force: 1.07 eV/Å.

Atomic partial charges in e from the Löwdin method, atoms 1 to 2: 1.6021 0.7728

Entry 4:
ORCA calculation (ωB97M-V/def2-TZVPD) on a molecular structure, C25H39CrN6OP2S.

The geometry in XYZ format:
```
75
Properties=species:S:1:pos:R:3:forces:R:3
Cr 0.190 -1.104 0.593 -0.2297 0.1057 -0.2810
N 2.046 -2.163 -4.169 0.1145 0.4084 0.0423
C 1.409 -1.474 -3.248 -0.2683 -0.9349 -0.2440
S 1.162 -3.442 0.256 -0.0545 0.2202 -0.1041
N 0.604 -1.423 -2.400 0.3564 0.8593 0.3513
N -0.146 -1.098 -1.397 -0.2160 -0.3317 -0.3692
C -1.403 -0.604 -1.723 0.0644 -0.1259 0.1232
C -1.751 -0.142 -3.081 0.0679 -0.0089 0.0320
C -1.814 -1.037 -4.150 -0.0410 0.0007 -0.0154
C -2.140 -0.585 -5.420 0.0033 0.0239 0.0259
C -2.403 0.762 -5.633 0.0021 -0.0077 0.0009
C -2.348 1.657 -4.574 0.0086 -0.0254 0.0143
C -2.023 1.207 -3.302 0.0191 0.0542 -0.0255
C -2.266 -0.663 -0.646 -0.1260 0.0050 0.1840
C -3.657 -0.332 -0.728 0.0924 -0.0207 -0.0141
C -4.472 -0.619 0.310 -0.1036 -0.0043 0.1001
C -3.931 -1.247 1.471 -0.1653 0.0304 -0.0152
C -2.604 -1.489 1.544 0.2240 0.0331 -0.1930
N -1.723 -1.164 0.534 0.1019 -0.0355 0.0493
H 2.668 -1.694 -4.807 0.0175 -0.0003 0.0014
H 1.719 -3.085 -4.421 -0.0203 -0.0253 0.0069
H -1.650 -2.096 -3.980 -0.0014 0.0178 0.0073
H -2.207 -1.287 -6.242 0.0024 0.0070 0.0076
H -2.662 1.112 -6.624 -0.0014 -0.0075 0.0090
H -2.560 2.705 -4.738 -0.0027 -0.0136 0.0013
H -1.979 1.902 -2.471 -0.0025 -0.0147 -0.0082
H -4.038 0.107 -1.639 0.0370 -0.0148 -0.0010
H -5.528 -0.392 0.256 0.0085 -0.0293 0.0241
H -4.568 -1.528 2.297 -0.0043 0.0314 -0.0193
H -2.164 -1.932 2.425 0.0415 -0.0267 -0.0270
C -0.502 -0.988 4.359 -0.0164 -0.0039 0.0037
P 0.656 -0.865 2.962 0.0666 0.0330 -0.0026
C 1.477 0.735 3.263 -0.0280 0.0053 0.0109
C 1.955 -2.073 3.426 0.0333 0.0398 0.0147
C 3.083 -2.113 2.396 0.0507 -0.0355 -0.0044
P 2.514 -1.856 0.668 -0.2755 -0.1448 0.1884
C 4.017 -2.243 -0.283 0.0543 0.1078 -0.0418
C 1.477 -4.795 1.428 -0.0510 -0.0125 0.0668
H 0.019 -0.778 5.294 -0.0200 -0.0078 0.0131
H -0.931 -1.990 4.414 0.0105 0.0058 0.0069
H -1.316 -0.272 4.240 0.0093 -0.0020 -0.0145
H 1.981 0.733 4.230 -0.0098 0.0200 0.0054
H 0.735 1.534 3.253 -0.0044 -0.0144 -0.0115
H 2.200 0.945 2.474 0.0138 -0.0174 0.0057
H 1.477 -3.049 3.507 -0.0257 -0.0067 0.0023
H 2.344 -1.827 4.416 0.0463 -0.0321 0.0037
H 3.658 -3.038 2.458 0.0388 0.0013 0.0529
H 3.794 -1.300 2.574 0.0007 0.0117 -0.0116
H 4.214 -3.313 -0.255 0.0592 -0.0005 0.0120
H 4.860 -1.714 0.167 -0.0013 0.0137 -0.0281
H 3.921 -1.918 -1.318 -0.0352 -0.0369 0.0002
H 2.511 -4.788 1.762 -0.0031 -0.0099 -0.0088
H 1.294 -5.711 0.871 0.0012 -0.0081 0.0232
H 0.799 -4.742 2.274 -0.0019 -0.0084 -0.0027
C 1.924 2.041 -1.335 -0.0377 0.0354 -0.0168
N 1.031 2.773 -0.453 0.0895 0.0009 0.0494
C 1.074 4.234 -0.554 -0.0236 -0.0789 -0.0338
C 0.601 4.856 0.740 0.0265 -0.0060 0.0442
C -0.758 4.288 1.077 -0.0433 -0.0765 -0.0059
N -0.691 2.826 1.119 0.0106 0.0089 -0.0044
C -1.742 2.156 1.871 0.0063 0.0457 -0.0078
C 0.172 2.120 0.357 -0.1010 0.0813 -0.0416
O 0.174 0.864 0.393 0.2151 -0.1026 0.0559
H 2.962 2.303 -1.122 -0.0026 0.0075 0.0027
H 1.710 2.293 -2.376 -0.0026 0.0047 0.0012
H 1.787 0.974 -1.193 -0.0017 -0.0152 0.0152
H 0.453 4.563 -1.393 0.0050 0.0052 -0.0203
H 2.102 4.520 -0.777 0.0167 -0.0068 0.0169
H 0.549 5.939 0.644 -0.0123 -0.0027 -0.0121
H 1.306 4.621 1.540 0.0059 0.0387 0.0018
H -1.505 4.603 0.341 -0.0195 0.0050 0.0117
H -1.099 4.628 2.055 0.0164 0.0030 0.0125
H -1.688 2.442 2.923 0.0035 0.0058 -0.0045
H -1.640 1.081 1.778 0.0087 -0.0240 0.0050
H -2.724 2.447 1.490 0.0034 0.0033 -0.0172
```
Positions in Å, forces in eV/Å.

As for the spin multiplicity: 2. Its highest occupied orbital energy (spin up / spin down) is -0.435 / -0.435 Ha. The value obtained for the total energy is -3504.6573 Eh. The total charge is +2. Its HOMO-LUMO gap (spin up / spin down) is 5.4 / 5.4 eV. As for the energy relative to the best compared isomer or geometry (same formula, charge and spin): 309.8 kJ/mol. As for the maximum force: 1.00 eV/Å.

Atomic partial charges in e from the Löwdin method, atoms 1 to 2: 0.2142 0.1747

Entry 5:
ORCA calculation (ωB97M-V/def2-TZVPD) on a single C7H8N2O2 molecule.

The geometry in XYZ format:
```
19
Properties=species:S:1:pos:R:3:forces:R:3
C -2.000 -1.709 0.174 -2.3204 0.9731 0.5664
N -2.195 -0.168 0.027 3.1380 -1.3528 -2.7722
C -0.957 0.575 -0.122 -1.8969 -3.7547 0.8166
C -1.021 1.934 -0.284 1.7829 -0.2966 2.0071
N 0.115 2.612 -0.131 -1.2652 1.9354 -1.1139
C 1.307 2.054 -0.101 3.1549 0.8902 -0.7086
C 1.481 0.701 0.040 -5.4793 -3.4175 -1.2264
C 2.553 -0.212 -0.029 6.9470 -1.4006 2.4244
O 3.706 0.037 0.558 -5.8533 -2.2816 -3.7539
O 2.154 -1.561 -0.706 5.4753 1.1779 2.9395
C 0.214 -0.129 0.046 2.2101 3.4757 0.0364
H -1.967 -1.653 1.486 0.1901 -1.8170 -4.0331
H -3.057 -2.205 -0.393 3.2030 1.2203 2.3504
H -1.042 -2.180 -0.490 -2.9268 1.5735 2.3060
H -2.821 0.321 0.612 -0.9182 -0.2266 0.8154
H -2.045 2.272 -0.146 0.3615 1.3213 -0.6105
H 2.307 2.689 -0.314 -2.6279 -1.0912 0.8826
H 3.042 -2.195 -0.473 -3.5092 2.6845 -0.9868
H 0.226 -1.185 0.245 0.3345 0.3865 0.0605
```
Positions in Å, forces in eV/Å.

As for the spin multiplicity: 1. Its highest occupied orbital energy is -0.319 Ha. The value obtained for the total energy is -531.3483 Eh. The SMILES is CNc1cncc(C(=O)O)c1. Its HOMO-LUMO gap is 8.2 eV. As for the energy relative to the best compared isomer or geometry (same formula, charge and spin): 553.3 kJ/mol. As for the maximum force: 7.49 eV/Å.

Atomic partial charges in e from the Löwdin method, atoms 1 to 2: -0.1174 -0.0957

Entry 6:
ORCA calculation (ωB97M-V/def2-TZVPD) on a gas-phase ion, C3H9N2 (charge +1).

The geometry in XYZ format:
```
14
Properties=species:S:1:pos:R:3:forces:R:3
C 1.454 0.425 -0.279 -1.2158 2.4046 -1.1187
C 0.316 0.435 0.630 -3.7945 1.9748 -1.8243
N -1.169 1.133 -0.103 4.9359 -0.2575 1.2133
C -1.560 -0.294 -0.262 0.4000 0.1717 -0.4898
N -0.398 -0.839 0.620 -1.5386 -0.1455 -2.3257
H 1.903 -0.466 -0.177 2.1721 -3.2982 0.4725
H 2.069 1.173 0.120 1.4643 1.1406 -0.1810
H 1.283 0.544 -1.364 -0.2969 0.2392 0.5546
H 0.503 0.790 1.623 0.0023 0.1866 0.3745
H -0.562 1.625 -0.855 -2.3657 -1.4229 0.6506
H -2.576 -0.528 0.142 1.0189 0.2232 -0.2066
H -1.426 -0.729 -1.273 -0.2329 0.1951 0.5603
H -0.644 -1.050 1.543 -0.7728 -1.1912 1.6010
H 0.061 -1.587 0.099 0.2236 -0.2205 0.7193
```
Positions in Å, forces in eV/Å.

As for the spin multiplicity: 1. Its highest occupied orbital energy is -0.545 Ha. The value obtained for the total energy is -228.8614 Eh. The total charge is +1. The SMILES is C[C@H]1NC[NH2+]1. Its HOMO-LUMO gap is 11.2 eV. As for the energy relative to the best compared isomer or geometry (same formula, charge and spin): 329.3 kJ/mol. As for the maximum force: 5.09 eV/Å.

Atomic partial charges in e from the Löwdin method, atoms 1 to 2: -0.0271 -0.2049